Entry 1:
The following is a quantum chemistry calculation of a cluster of 8 separate species, C9H34N2O8 in total, from OMol25.

Geometry as XYZ:
```
53
C9H34N2O8, DFT ωB97M-V/def2-TZVPD
C 5.145 -27.265 -14.715
C 5.221 -25.755 -14.539
O 6.367 -25.421 -13.880
H 4.440 -27.518 -15.474
H 4.803 -27.796 -13.893
H 6.078 -27.755 -14.996
H 4.306 -25.314 -14.149
H 5.368 -25.364 -15.554
H 6.313 -24.449 -13.867
C 8.949 -26.087 -16.947
O 9.807 -26.961 -17.627
N 8.761 -24.831 -17.195
N 8.216 -26.457 -15.957
H 9.264 -24.382 -18.012
H 8.036 -24.225 -16.806
H 8.355 -27.392 -15.585
H 7.467 -25.918 -15.484
C 9.798 -27.648 -13.533
O 8.867 -28.655 -13.947
H 10.479 -27.297 -14.296
H 10.400 -28.078 -12.804
H 9.112 -26.822 -13.067
H 8.221 -28.781 -13.235
C 6.151 -26.780 -18.821
O 6.320 -25.391 -18.688
H 6.117 -27.193 -17.804
H 7.010 -27.087 -19.388
H 5.291 -27.120 -19.429
H 7.210 -25.183 -18.338
C 6.656 -22.151 -17.328
O 6.944 -22.918 -16.224
H 6.372 -21.163 -16.959
H 5.810 -22.522 -17.897
H 7.514 -21.996 -17.924
H 6.463 -22.527 -15.482
C 9.671 -24.327 -20.160
O 8.914 -23.313 -19.510
H 10.571 -24.308 -19.667
H 9.782 -24.152 -21.232
H 9.201 -25.297 -19.936
H 9.522 -22.620 -19.239
C 12.327 -24.102 -17.276
O 11.186 -23.344 -17.041
H 12.692 -23.923 -18.283
H 12.109 -25.185 -17.128
H 13.032 -23.836 -16.511
H 10.881 -23.439 -16.162
C 9.276 -23.810 -13.906
O 10.175 -24.466 -14.798
H 8.525 -24.499 -13.496
H 8.850 -22.935 -14.481
H 9.785 -23.368 -13.164
H 9.674 -24.884 -15.512
```

The relative energy (zero: lowest compared OMol25 entry of this formula, charge and spin) comes out at 16.2 kcal per mole. As for the gap between HOMO and LUMO: 8.9 eV. For the lowest unoccupied orbital energy, the calculation gives -0.0025 hartree. As for the total energy: -1074.5598 Ha. The SMILES is NC(N)=O.CCO.CO.CO.CO.CO.CO.CO.

Entry 2:
The following is a quantum chemistry calculation of a structure of composition C9H36FeN18O13S, from OMol25.

Geometry as XYZ:
```
78
C9H36FeN18O13S, DFT ωB97M-V/def2-TZVPD
Fe 0.658 -2.066 1.933
S 0.234 0.162 -0.085
O -0.792 -0.828 -0.454
O 1.257 0.034 -1.114
O -0.180 1.537 0.200
O 0.781 -0.281 1.207
C 1.998 3.697 -1.269
O 2.113 4.832 -1.625
N 1.906 2.657 -2.101
N 1.702 3.291 -0.054
H 1.732 2.702 -3.095
H 1.969 1.749 -1.663
H 1.155 2.444 -0.098
H 1.635 3.985 0.677
C 4.617 -1.006 -1.857
O 5.781 -1.082 -2.195
N 3.861 -2.012 -1.571
N 3.926 0.078 -1.763
H 4.218 -2.938 -1.384
H 2.857 -1.986 -1.673
H 2.923 0.060 -1.648
H 4.449 0.942 -1.762
C 0.921 -1.400 5.094
O 0.936 -1.161 3.867
N 1.280 -0.577 6.010
N 0.587 -2.546 5.620
H 0.586 -0.660 6.739
H 1.597 0.350 5.765
H 0.670 -2.609 6.625
H 0.232 -3.184 4.922
C 1.053 -3.553 -0.883
O 0.870 -3.108 0.220
N 1.750 -4.610 -1.189
N 0.622 -2.928 -2.034
H 1.944 -4.822 -2.157
H 2.158 -5.119 -0.418
H 0.766 -3.348 -2.941
H 0.128 -2.050 -1.964
C -3.633 -2.081 -1.967
O -4.401 -2.584 -2.821
N -2.692 -2.690 -1.316
N -3.401 -0.819 -1.946
H -1.909 -2.119 -1.032
H -2.611 -3.697 -1.298
H -4.010 -0.195 -2.457
H -2.789 -0.422 -1.248
C -2.465 3.526 -1.063
O -3.156 4.430 -1.582
N -2.683 2.764 -0.044
N -1.176 3.531 -1.244
H -3.675 2.713 0.140
H -1.882 2.247 0.289
H -0.740 4.095 -1.959
H -0.682 2.796 -0.758
C 0.416 0.729 -4.344
O 0.161 0.842 -5.583
N 1.470 0.075 -3.959
N -0.336 1.181 -3.312
H 1.987 -0.441 -4.656
H 1.609 -0.188 -2.994
H 0.119 1.089 -2.415
H -1.227 1.636 -3.453
C -2.523 -1.543 2.166
O -1.367 -1.827 2.416
N -3.485 -2.367 2.294
N -2.916 -0.592 1.338
H -3.347 -3.148 2.919
H -4.267 -2.270 1.662
H -3.871 -0.267 1.385
H -2.234 0.080 1.015
C -0.366 2.688 3.496
O -0.176 2.869 4.675
N -0.895 3.531 2.735
N -0.166 1.628 2.852
H -0.721 3.359 1.755
H -0.912 4.394 3.260
H -0.138 1.585 1.843
H 0.192 0.812 3.329
```

As for the multiplicity: 9. The relative energy (zero: lowest compared OMol25 entry of this formula, charge and spin) comes out at 31.2 kcal per mole. As for the gap between HOMO and LUMO (spin up / spin down): 2.5 / 2.6 eV. For the lowest unoccupied orbital energy (spin up / spin down), the calculation gives -0.0050 / -0.2468 hartree. As for the total energy: -3990.0075 Ha.

Entry 3:
The following is a quantum chemistry calculation of a cluster of 9 separate species, C9H36N14O10 in total, from OMol25.

Geometry as XYZ:
```
69
C9H36N14O10, DFT ωB97M-V/def2-TZVPD
C -13.308 -23.938 7.434
O -13.751 -25.068 7.600
N -12.322 -23.425 8.054
N -13.716 -23.124 6.535
H -11.906 -24.142 8.631
H -11.909 -22.561 7.733
H -14.564 -23.471 6.109
H -13.434 -22.160 6.642
C -14.945 -18.390 8.721
O -14.655 -17.230 8.412
N -15.688 -18.766 9.754
N -14.446 -19.449 8.129
H -16.003 -19.716 9.893
H -15.856 -17.994 10.383
H -13.990 -19.312 7.239
H -14.862 -20.330 8.397
C -12.553 -21.179 11.144
O -11.802 -21.981 11.657
N -13.732 -20.878 11.544
N -12.257 -20.386 10.156
H -14.070 -21.424 12.324
H -14.359 -20.464 10.870
H -13.034 -19.869 9.768
H -11.312 -20.391 9.799
C -18.558 -14.703 9.626
O -19.635 -14.372 9.246
N -18.112 -15.919 9.439
N -17.641 -14.034 10.270
H -17.238 -16.071 9.921
H -18.687 -16.644 9.033
H -16.677 -14.305 10.140
H -17.742 -13.129 10.708
C -17.205 -18.945 13.033
O -18.146 -18.190 13.136
N -17.290 -20.264 12.807
N -15.916 -18.688 12.999
H -16.430 -20.785 12.714
H -18.233 -20.500 12.533
H -15.322 -19.500 13.086
H -15.684 -17.737 12.753
C -12.115 -19.658 5.252
O -13.215 -20.051 5.602
N -11.010 -20.026 5.758
N -12.028 -18.608 4.518
H -10.166 -19.686 5.321
H -10.851 -20.512 6.629
H -12.859 -18.300 4.033
H -11.210 -18.015 4.525
C -16.367 -22.742 9.769
O -16.228 -21.564 9.976
N -16.689 -23.373 8.645
N -16.171 -23.596 10.761
H -16.734 -24.380 8.718
H -16.747 -22.892 7.759
H -16.391 -24.567 10.597
H -15.842 -23.175 11.618
C -13.639 -15.215 12.164
C -13.919 -14.651 10.739
O -15.089 -15.278 10.137
O -13.023 -16.532 12.204
H -14.467 -15.273 12.870
H -12.908 -14.605 12.696
H -13.104 -14.714 10.018
H -14.116 -13.582 10.817
H -14.763 -16.019 9.621
H -12.665 -16.583 13.094
O -14.527 -15.184 6.513
H -14.277 -15.737 7.253
H -15.271 -14.675 6.835
```

The charge is +1. As for the multiplicity: 2. As for the gap between HOMO and LUMO (spin up / spin down): 9.1 / 2.8 eV. For the lowest unoccupied orbital energy (spin up / spin down), the calculation gives -0.0914 / -0.3205 hartree. As for the total energy: -1883.3220 Ha.

Entry 4:
The following is a quantum chemistry calculation of a cluster of 9 separate species, C9H36O9 in total, from OMol25.

Geometry as XYZ:
```
54
C9H36O9, DFT ωB97M-V/def2-TZVPD
C 2.149 3.473 1.231
O 2.145 2.317 2.014
H 1.083 3.620 1.056
H 2.539 4.287 1.842
H 2.561 3.252 0.247
H 2.131 2.498 2.956
C -0.500 -0.283 -0.137
O 0.085 -0.456 1.172
H -0.350 0.731 -0.508
H 0.154 -0.829 -0.817
H -1.545 -0.570 -0.248
H 0.836 0.131 1.290
C 2.322 -2.389 2.596
O 2.970 -1.103 2.394
H 3.000 -3.075 2.089
H 2.098 -2.715 3.612
H 1.397 -2.266 2.033
H 2.447 -0.509 2.938
C 0.273 2.756 -3.073
O -0.727 1.818 -3.545
H 0.524 2.667 -2.016
H 1.200 2.733 -3.646
H -0.047 3.784 -3.245
H -1.507 2.376 -3.602
C -4.126 -2.837 -2.311
O -3.208 -1.745 -2.125
H -5.045 -2.486 -2.781
H -3.664 -3.573 -2.970
H -4.263 -3.144 -1.274
H -3.270 -1.198 -2.911
C -3.641 2.236 -0.474
O -4.112 3.348 0.330
H -2.878 1.663 0.054
H -4.550 1.636 -0.505
H -3.375 2.613 -1.462
H -4.896 3.734 -0.068
C -1.752 1.562 3.309
O -1.568 0.145 3.483
H -0.881 2.014 2.833
H -2.485 1.523 2.503
H -1.962 2.149 4.203
H -1.224 -0.275 2.691
C 3.662 -0.732 -1.372
O 3.600 -1.789 -0.463
H 4.164 -0.806 -2.337
H 2.663 -0.395 -1.651
H 4.145 0.087 -0.839
H 3.518 -1.293 0.356
C 1.353 -4.246 -0.378
O 2.508 -4.394 -1.223
H 1.439 -4.727 0.596
H 1.245 -3.206 -0.071
H 0.405 -4.510 -0.847
H 2.959 -3.598 -0.932
```

The relative energy (zero: lowest compared OMol25 entry of this formula, charge and spin) comes out at 152.7 kcal per mole. As for the gap between HOMO and LUMO: 10.0 eV. For the lowest unoccupied orbital energy, the calculation gives 0.0124 hartree. As for the total energy: -1041.4274 Ha. The SMILES is CO.CO.CO.CO.CO.CO.CO.CO.CO.